[1]
{
  "formula": "C2HNO2",
  "method": "ωB97M-V/def2-TZVPD",
  "symbols": ["C", "C", "N", "O", "O", "H"],
  "xyz": [[-1.066, -1.321, -0.468], [-0.519, -0.066, -0.451], [-1.506, -2.415, -0.542], [-0.477, 2.021, -0.778], [-1.222, 0.970, -0.681], [0.517, 0.192, -0.478]],
  "forces_ev_per_angstrom": [[-2.0, -4.3, -0.2], [0.9, 0.3, -0.3], [1.2, 2.9, 0.3], [0.1, 1.8, -0.2], [-1.0, -0.2, 0.1], [0.8, -0.6, 0.4]],
  "multiplicity": 1,
  "de_lowest_kcal_mol": 134.85,
  "lumo_energy_ev": [-1.852, -1.818],
  "e_tot_ha": -281.8402,
  "homo_energy_ev": [-11.25, -9.99],
  "total_charge": 0
}



[2]
{
  "formula": "C19H15ClFeN6O2S3Se",
  "method": "ωB97M-V/def2-TZVPD",
  "symbols": ["Fe", "N", "C", "N", "C", "C", "S", "C", "C", "S", "C", "N", "N", "H", "H", "H", "H", "H", "H", "Cl", "C", "C", "C", "C", "O", "C", "C", "O", "C", "H", "H", "H", "H", "Se", "C", "N", "S", "C", "N", "C", "C", "C", "C", "H", "H", "H", "H", "H"],
  "xyz": [[0.881, 0.302, -0.647], [0.423, -1.001, -3.873], [1.713, -0.860, -3.494], [2.081, -0.533, -2.284], [3.454, -0.467, -2.174], [4.141, -0.760, -3.298], [3.035, -1.146, -4.569], [3.954, -0.025, -0.869], [5.228, 0.048, -0.434], [5.259, 0.710, 1.163], [3.535, 0.843, 1.128], [2.986, 0.420, 0.017], [2.823, 1.337, 2.155], [-0.263, -0.636, -3.225], [0.202, -0.809, -4.836], [5.203, -0.746, -3.465], [6.133, -0.235, -0.941], [3.272, 1.560, 3.022], [1.816, 1.190, 2.105], [-4.644, 3.364, 3.209], [-3.218, 2.574, 2.598], [-2.093, 2.447, 3.418], [-0.960, 1.824, 2.957], [-0.880, 1.285, 1.650], [0.214, 0.680, 1.271], [-2.040, 1.417, 0.843], [-2.133, 0.855, -0.494], [-1.288, 0.141, -1.019], [-3.185, 2.072, 1.325], [-2.124, 2.850, 4.421], [-0.095, 1.728, 3.601], [-3.052, 1.087, -1.056], [-4.050, 2.164, 0.680], [-0.971, 2.370, -4.293], [0.025, 2.119, -2.828], [0.677, 1.950, -1.872], [0.663, -2.424, -0.272], [-0.912, -2.529, 0.327], [-1.268, -1.789, 1.410], [-2.508, -1.736, 1.949], [-3.509, -2.492, 1.426], [-3.204, -3.306, 0.313], [-1.949, -3.328, -0.220], [-0.549, -1.150, 1.742], [-2.632, -1.065, 2.786], [-4.499, -2.456, 1.854], [-3.983, -3.912, -0.132], [-1.706, -3.934, -1.080]],
  "forces_ev_per_angstrom": [[0.3, -0.3, 0.1], [-0.1, -0.1, 0.0], [-0.1, 0.0, 0.0], [-0.1, 0.0, -0.2], [0.1, 0.0, 0.2], [-0.1, 0.0, 0.0], [0.1, 0.0, 0.0], [-0.1, 0.0, -0.2], [0.0, 0.0, 0.0], [0.1, 0.0, 0.0], [-0.1, -0.1, 0.0], [0.2, 0.0, 0.1], [0.0, 0.0, 0.0], [0.0, 0.0, 0.0], [0.0, 0.0, 0.0], [0.0, 0.0, 0.0], [0.0, 0.0, 0.0], [0.0, 0.0, 0.0], [-0.1, 0.0, 0.0], [0.0, 0.0, 0.0], [0.0, 0.0, 0.0], [-0.1, 0.0, 0.0], [0.0, 0.0, -0.1], [0.0, 0.1, 0.1], [-0.2, 0.0, 0.1], [0.0, 0.0, -0.3], [0.1, 0.0, 0.1], [-0.1, -0.1, -0.2], [0.0, 0.0, 0.0], [0.0, 0.0, 0.0], [0.0, 0.0, 0.0], [0.0, 0.0, 0.0], [0.0, 0.0, 0.0], [0.1, -0.1, 0.2], [0.0, 0.3, -0.2], [-0.1, 0.1, 0.0], [-0.1, 0.0, 0.0], [0.0, 0.0, 0.0], [0.0, 0.1, 0.0], [0.0, -0.1, -0.1], [0.0, 0.0, 0.0], [-0.1, 0.0, 0.0], [0.1, 0.0, 0.0], [0.1, 0.0, 0.0], [0.0, 0.0, 0.0], [0.0, 0.0, 0.0], [0.0, 0.0, 0.0], [0.0, 0.0, 0.0]],
  "multiplicity": 5,
  "de_lowest_kcal_mol": 0.00,
  "lumo_energy_ev": [-0.254, -0.286],
  "e_tot_ha": -6532.0914,
  "homo_energy_ev": [-7.46, -7.44],
  "total_charge": 0
}



[3]
{
  "formula": "CH2O2S",
  "method": "ωB97M-V/def2-TZVPD",
  "symbols": ["O", "O", "C", "S", "H", "H"],
  "xyz": [[-1.489, 0.292, 0.251], [-0.179, 0.631, 0.366], [0.778, -0.480, -0.232], [2.266, -0.334, 0.302], [-1.909, 1.156, 0.308], [0.533, -1.266, -0.995]],
  "forces_ev_per_angstrom": [[-2.6, -1.0, -0.4], [4.7, -2.5, -1.5], [-0.9, 2.3, 1.2], [-0.2, -0.1, -0.1], [-0.1, 0.1, -0.1], [-1.0, 1.2, 0.9]],
  "multiplicity": 1,
  "de_lowest_kcal_mol": 112.80,
  "lumo_energy_ev": -0.362,
  "e_tot_ha": -587.8070,
  "homo_energy_ev": -9.54,
  "total_charge": 0
}



[4]
{
  "formula": "C39H44Cl5CsF4IN5O2S2",
  "method": "ωB97M-V/def2-TZVPD",
  "symbols": ["Cs", "C", "C", "N", "C", "C", "C", "C", "N", "C", "C", "F", "C", "F", "C", "C", "F", "C", "F", "H", "H", "H", "H", "H", "H", "H", "H", "H", "H", "H", "H", "H", "H", "H", "Cl", "C", "C", "C", "Cl", "C", "Cl", "C", "Cl", "C", "Cl", "C", "C", "N", "C", "C", "C", "S", "N", "C", "O", "C", "C", "C", "C", "C", "C", "H", "H", "H", "H", "H", "H", "H", "H", "H", "H", "H", "H", "H", "H", "H", "I", "C", "C", "C", "C", "C", "N", "H", "H", "H", "H", "C", "C", "S", "O", "C", "C", "H", "H", "H", "H", "H", "H", "H", "H", "H", "H"],
  "xyz": [[-0.945, -1.150, 0.739], [0.064, -1.079, -3.511], [-1.299, -0.694, -3.146], [-1.626, 0.302, -2.209], [-1.314, 1.739, -2.668], [0.171, 2.063, -2.671], [-3.107, 0.192, -1.855], [-3.647, 1.263, -0.893], [-3.039, 0.933, 0.402], [-3.568, 1.581, 1.470], [-2.713, 2.002, 2.535], [-1.337, 1.894, 2.403], [-3.210, 2.527, 3.810], [-2.347, 2.795, 4.818], [-4.593, 2.683, 4.061], [-5.430, 2.397, 2.963], [-6.778, 2.554, 3.176], [-4.951, 1.892, 1.715], [-5.887, 1.832, 0.716], [0.055, -1.182, -4.625], [0.239, -2.043, -2.915], [0.867, -0.414, -3.286], [-1.785, -2.347, -2.112], [-2.231, -1.248, -3.412], [-1.846, 2.421, -2.009], [-1.834, 1.853, -3.627], [0.599, 1.882, -1.692], [0.313, 3.134, -2.971], [0.753, 1.441, -3.399], [-3.352, -0.801, -1.468], [-3.675, 0.360, -2.813], [-4.751, 1.111, -0.883], [-3.459, 2.334, -1.241], [-5.032, 3.037, 4.986], [0.703, -3.586, -1.422], [-0.788, -4.241, -2.109], [-1.874, -3.415, -2.167], [-3.119, -3.895, -2.593], [-4.610, -3.123, -2.446], [-3.169, -5.164, -3.145], [-4.548, -5.584, -4.077], [-2.091, -6.058, -2.938], [-2.132, -7.677, -3.431], [-0.930, -5.621, -2.328], [0.066, -6.743, -1.408], [3.345, 6.745, 0.874], [4.370, 5.660, 0.714], [4.295, 4.876, -0.574], [5.076, 5.395, -1.649], [6.542, 4.996, -1.628], [3.403, 3.877, -0.739], [2.209, 3.577, 0.456], [3.537, 3.141, -1.891], [3.511, 1.797, -1.804], [2.990, 1.036, -0.943], [4.181, 1.079, -2.921], [4.505, -0.306, -2.762], [5.181, -0.957, -3.742], [5.403, -0.370, -4.981], [4.922, 0.892, -5.194], [4.561, 1.688, -4.111], [3.561, 7.292, 1.794], [2.395, 6.240, 1.038], [3.337, 7.377, -0.024], [4.314, 4.883, 1.487], [5.357, 6.111, 0.708], [5.121, 6.496, -1.586], [4.668, 5.106, -2.657], [6.867, 4.702, -0.607], [7.169, 5.847, -1.866], [6.760, 4.110, -2.231], [4.220, -0.773, -1.805], [5.501, -1.987, -3.550], [6.043, -0.822, -5.706], [5.020, 1.331, -6.136], [4.328, 2.742, -4.209], [3.429, -2.215, 1.513], [2.499, -1.371, 3.198], [2.560, -2.073, 4.423], [1.806, -1.568, 5.475], [1.165, -0.299, 5.293], [1.201, 0.272, 4.069], [1.808, -0.240, 2.991], [3.051, -3.045, 4.435], [1.812, -2.198, 6.373], [0.533, 0.192, 6.028], [0.662, 1.181, 3.906], [-2.718, -6.226, 4.069], [-2.075, -4.859, 3.919], [-3.093, -3.339, 3.933], [-2.768, -2.714, 2.624], [-4.784, -3.962, 3.576], [-5.668, -3.012, 2.799], [-3.260, -6.398, 3.159], [-3.268, -6.292, 5.001], [-1.816, -6.903, 4.128], [-1.479, -4.726, 3.009], [-1.516, -4.622, 4.818], [-5.228, -4.213, 4.553], [-4.698, -4.955, 3.057], [-5.085, -2.374, 2.104], [-6.312, -2.436, 3.436], [-6.257, -3.544, 2.035]],
  "forces_ev_per_angstrom": [[0.2, 0.3, -0.2], [-0.5, -1.9, -0.6], [-2.1, 1.5, 0.6], [-0.9, 1.1, 0.2], [-0.3, -1.3, 0.4], [0.2, 0.2, -1.3], [0.4, 1.9, -1.6], [0.0, -1.2, 0.4], [-0.6, 1.9, 0.6], [0.4, -0.4, -0.6], [-0.4, 0.9, 3.0], [-1.3, -0.1, 0.1], [-0.3, -1.3, -2.2], [0.1, 0.0, -0.3], [0.6, -0.3, -1.5], [1.0, -0.6, -0.7], [0.6, 0.0, -0.5], [-0.9, 1.5, 1.8], [0.2, -0.4, 0.5], [0.4, -0.6, 0.8], [0.4, 1.2, -1.7], [0.2, 0.5, 0.5], [0.3, 0.2, 0.7], [1.3, 0.2, -0.5], [0.4, -0.1, 0.3], [0.4, 0.0, -0.3], [0.1, 0.2, 0.2], [0.0, -0.8, 0.4], [-0.6, 0.7, 0.5], [0.2, 0.2, 0.0], [0.3, -0.5, 0.4], [0.6, 0.2, -0.3], [-0.2, -1.3, 0.4], [0.3, -0.1, 0.0], [0.3, -0.4, 0.1], [-0.9, 0.2, 1.2], [0.1, 0.1, 0.0], [0.9, -0.8, -0.7], [-1.0, 1.6, 0.6], [1.8, -2.1, 0.6], [-0.5, -0.8, -0.6], [-1.9, 1.9, -0.2], [-0.4, -1.6, -0.9], [1.1, 0.5, -0.2], [0.2, -0.3, 0.4], [-0.4, -0.5, 0.2], [0.4, -1.5, -1.2], [-0.2, 1.3, 1.0], [0.5, 0.4, -1.6], [0.7, -1.0, 1.2], [-1.5, -1.6, 0.2], [0.5, 0.3, -0.3], [1.1, 0.5, 0.7], [-1.6, -0.9, 1.5], [0.9, 1.2, -0.9], [1.2, -1.2, -0.5], [-1.0, 1.6, 1.2], [0.6, -1.4, -0.3], [-0.1, -0.2, 0.5], [1.0, 0.7, 1.1], [-1.8, -0.2, 0.0], [0.1, 0.4, -0.2], [-0.2, 0.3, -0.3], [-0.2, 0.1, 0.4], [-0.1, 0.5, 0.1], [0.4, -0.1, 0.1], [-0.6, -0.2, 0.0], [0.0, 0.3, 1.2], [-0.3, 0.2, -0.3], [0.3, 0.0, -0.5], [0.0, 0.3, -0.2], [0.2, 0.2, -0.6], [0.0, 0.3, -0.2], [-0.1, -0.6, -0.6], [0.3, 0.7, -1.4], [0.1, 0.0, -0.1], [-0.1, 0.1, 0.1], [-0.6, 0.7, 0.0], [-0.7, 0.4, -0.8], [0.4, 0.6, -0.2], [0.1, -2.0, 1.5], [0.0, 0.4, -1.2], [1.0, -1.5, 0.4], [0.0, 0.4, 0.2], [-0.4, 0.7, -0.1], [0.3, -0.3, 0.2], [-0.2, 0.5, -0.2], [2.1, 0.2, -0.1], [-0.4, 0.6, 0.9], [-1.2, -0.1, -1.1], [0.8, 0.8, -0.3], [-0.2, -1.9, 0.6], [0.6, 0.1, -1.7], [-0.5, -0.7, -0.1], [-0.4, -0.2, -0.1], [-1.2, 0.2, -0.1], [-0.1, -0.1, 0.3], [0.8, -0.3, 0.0], [0.1, 0.1, -0.2], [0.1, 1.1, 0.3], [0.0, 0.1, 0.8], [-0.2, 0.4, 0.1], [-0.2, -0.2, 0.7]],
  "multiplicity": 1,
  "de_lowest_kcal_mol": 90.71,
  "lumo_energy_ev": [2.848, 2.857],
  "e_tot_ha": -5751.2054,
  "homo_energy_ev": [-1.59, 0.08],
  "total_charge": -2
}



[5]
{
  "formula": "C40H45N4O4RbSSb2",
  "method": "ωB97M-V/def2-TZVPD",
  "symbols": ["Rb", "O", "C", "C", "C", "C", "C", "C", "C", "N", "C", "C", "N", "C", "C", "C", "C", "C", "C", "C", "O", "H", "H", "H", "H", "H", "H", "H", "H", "H", "H", "H", "H", "H", "H", "C", "Sb", "C", "C", "C", "C", "C", "C", "C", "C", "C", "Sb", "C", "C", "H", "H", "H", "H", "H", "H", "H", "H", "H", "H", "H", "H", "H", "H", "H", "H", "H", "H", "H", "H", "C", "C", "C", "C", "C", "C", "C", "S", "O", "O", "N", "C", "C", "C", "C", "C", "N", "H", "H", "H", "H", "H", "H", "H", "H", "H", "H", "H"],
  "xyz": [[0.780, 0.061, -0.135], [-1.207, 1.684, 2.155], [-0.033, 1.664, 2.656], [0.720, 2.862, 2.866], [1.986, 2.839, 3.395], [2.603, 1.638, 3.773], [1.922, 0.459, 3.559], [0.637, 0.439, 3.002], [-0.133, -0.796, 2.805], [0.225, -1.973, 2.455], [1.613, -2.274, 2.128], [1.687, -3.407, 1.115], [1.315, -2.937, -0.212], [1.614, -3.674, -1.202], [1.297, -3.428, -2.604], [1.820, -4.334, -3.533], [1.607, -4.224, -4.892], [0.821, -3.150, -5.341], [0.280, -2.242, -4.467], [0.480, -2.321, -3.045], [-0.045, -1.483, -2.258], [0.254, 3.793, 2.562], [2.535, 3.770, 3.498], [3.613, 1.631, 4.158], [2.391, -0.479, 3.828], [-1.209, -0.659, 2.934], [2.136, -2.594, 3.038], [2.169, -1.412, 1.738], [0.993, -4.193, 1.436], [2.701, -3.833, 1.111], [2.176, -4.612, -1.032], [2.423, -5.155, -3.149], [2.028, -4.940, -5.587], [0.633, -3.034, -6.405], [-0.329, -1.417, -4.818], [-4.431, 1.519, -1.638], [-3.034, 1.218, 0.012], [-3.333, 3.209, 0.740], [-4.603, 0.406, 1.307], [-5.385, -0.750, 0.770], [-6.627, -0.506, 0.184], [-7.419, -1.522, -0.329], [-6.968, -2.832, -0.249], [-5.737, -3.094, 0.330], [-4.918, -2.081, 0.837], [-3.573, -2.418, 1.359], [-1.912, -2.288, -0.150], [-1.769, -4.440, -0.308], [-3.149, -2.205, -1.918], [-5.222, 2.217, -1.351], [-4.885, 0.572, -1.931], [-3.889, 1.924, -2.495], [-4.381, 3.485, 0.611], [-2.693, 3.902, 0.193], [-3.031, 3.220, 1.784], [-5.265, 1.258, 1.471], [-4.110, 0.177, 2.253], [-6.976, 0.520, 0.133], [-8.377, -1.292, -0.782], [-7.567, -3.647, -0.638], [-5.377, -4.116, 0.385], [-3.531, -3.448, 1.718], [-3.257, -1.757, 2.164], [-2.764, -4.843, -0.508], [-1.379, -4.857, 0.620], [-1.099, -4.698, -1.131], [-4.134, -2.648, -1.761], [-2.603, -2.761, -2.682], [-3.253, -1.179, -2.267], [7.739, 1.294, -4.591], [6.806, 1.417, -3.416], [7.048, 2.330, -2.400], [6.190, 2.434, -1.308], [5.077, 1.618, -1.229], [4.819, 0.698, -2.241], [5.677, 0.603, -3.321], [3.935, 1.744, 0.142], [3.924, 0.430, 0.753], [4.430, 2.851, 0.939], [2.539, 1.937, -0.521], [2.072, 3.088, -1.089], [2.771, 4.313, -1.182], [2.172, 5.380, -1.812], [0.889, 5.249, -2.338], [0.273, 4.018, -2.188], [0.825, 2.969, -1.593], [8.423, 2.142, -4.644], [7.186, 1.246, -5.531], [8.343, 0.385, -4.526], [7.917, 2.977, -2.461], [6.370, 3.148, -0.515], [3.939, 0.069, -2.184], [5.461, -0.112, -4.108], [3.750, 4.406, -0.737], [2.703, 6.323, -1.888], [0.382, 6.065, -2.836], [-0.734, 3.863, -2.568]],
  "forces_ev_per_angstrom": [[-0.8, -0.4, -0.1], [0.0, -0.1, 0.0], [0.0, 0.0, 0.1], [-0.1, 0.0, 0.0], [0.1, 0.0, 0.0], [0.0, 0.0, 0.0], [0.0, 0.0, 0.0], [-0.1, -0.1, 0.1], [0.1, 0.0, 0.1], [0.1, -0.1, 0.1], [0.0, 0.0, 0.1], [0.0, 0.0, -0.1], [0.0, -0.1, 0.1], [0.0, 0.1, -0.1], [0.1, -0.1, 0.1], [0.0, 0.0, 0.0], [0.0, 0.0, 0.1], [0.0, 0.0, 0.0], [0.0, 0.0, 0.0], [0.0, -0.1, 0.0], [0.0, -0.1, -0.3], [0.0, 0.0, 0.0], [0.0, 0.0, 0.0], [0.0, 0.0, 0.0], [0.0, 0.0, 0.0], [0.0, 0.0, 0.0], [0.0, 0.0, 0.0], [0.0, 0.0, 0.1], [0.0, 0.0, 0.0], [0.0, 0.0, 0.0], [0.0, 0.0, 0.0], [0.0, 0.0, 0.0], [0.0, 0.0, 0.0], [0.0, 0.0, 0.0], [0.0, 0.0, 0.0], [-0.1, 0.0, 0.0], [0.1, 0.0, -0.2], [0.0, 0.1, 0.0], [0.0, 0.0, 0.1], [0.0, 0.0, 0.1], [0.0, 0.0, 0.0], [0.0, 0.0, 0.0], [0.0, 0.0, 0.0], [0.0, 0.0, 0.0], [0.1, 0.0, 0.0], [0.0, 0.0, 0.0], [-0.1, 0.1, 0.0], [0.0, 0.0, 0.0], [0.0, 0.0, 0.0], [0.0, 0.0, 0.0], [0.0, 0.0, 0.0], [0.0, 0.0, 0.0], [0.0, 0.1, 0.0], [0.0, 0.0, 0.0], [0.0, 0.0, 0.0], [0.0, 0.0, 0.0], [0.0, 0.0, 0.0], [0.0, 0.0, 0.0], [0.0, 0.0, 0.0], [0.0, 0.0, 0.0], [0.0, 0.0, 0.0], [0.0, 0.0, 0.0], [0.0, 0.0, 0.0], [0.0, -0.1, 0.0], [0.0, 0.0, 0.0], [0.0, 0.0, 0.0], [0.0, 0.0, 0.0], [0.0, 0.0, 0.0], [0.0, 0.0, 0.0], [0.0, 0.0, -0.1], [0.0, 0.0, 0.0], [0.0, 0.0, 0.0], [0.0, 0.0, 0.0], [0.0, 0.0, -0.1], [0.0, 0.0, 0.0], [0.0, 0.0, 0.0], [0.1, 0.0, 0.0], [0.1, 0.1, 0.0], [0.0, 0.0, 0.0], [0.5, 0.8, -0.2], [0.0, -0.1, 0.1], [0.0, 0.0, 0.0], [0.0, 0.0, 0.0], [0.0, 0.0, 0.0], [0.0, 0.0, 0.0], [0.1, 0.1, 0.0], [0.0, 0.0, 0.0], [0.0, 0.0, 0.0], [0.0, 0.0, 0.0], [0.0, 0.0, 0.0], [0.0, 0.0, 0.0], [0.0, 0.0, 0.0], [0.0, 0.0, 0.0], [0.0, 0.0, 0.0], [0.0, 0.0, 0.0], [0.0, 0.0, 0.0], [0.0, 0.0, 0.0]],
  "multiplicity": 1,
  "de_lowest_kcal_mol": 15.28,
  "lumo_energy_ev": 3.879,
  "e_tot_ha": -2974.0480,
  "homo_energy_ev": -1.94,
  "total_charge": -2
}



[6]
{
  "formula": "C5H6O",
  "method": "ωB97M-V/def2-TZVPD",
  "symbols": ["C", "C", "C", "C", "C", "O", "H", "H", "H", "H", "H", "H"],
  "xyz": [[1.698, -0.711, -0.371], [0.981, 0.613, -0.670], [-0.438, 0.480, -0.347], [-1.521, 0.282, 0.150], [-2.659, 0.089, 1.023], [-2.620, -0.687, 1.952], [1.396, -1.064, 0.618], [1.416, -1.478, -1.098], [2.786, -0.603, -0.384], [1.150, 0.957, -1.696], [1.357, 1.405, -0.010], [-3.546, 0.716, 0.832]],
  "forces_ev_per_angstrom": [[0.0, -0.1, 0.0], [0.0, 0.0, 0.0], [-0.4, 0.0, 0.3], [0.5, 0.1, -0.1], [0.0, -0.2, 0.2], [-0.2, 0.2, -0.3], [0.1, 0.0, -0.1], [0.0, 0.1, 0.1], [-0.2, 0.1, -0.1], [-0.1, -0.1, 0.1], [0.0, -0.1, -0.1], [0.0, -0.1, 0.0]],
  "multiplicity": 1,
  "de_lowest_kcal_mol": 43.44,
  "lumo_energy_ev": 0.349,
  "e_tot_ha": -269.2770,
  "homo_energy_ev": -10.27,
  "total_charge": 0
}